[1]
{"formula": "C27H43Cl2F9N3O5PdSi", "method": "wB97M-V/def2-TZVPD", "s_squared": 2.009, "fmax_ev_per_a": 4.8, "e_tot_ev": -104265.954, "homo_ha": [-0.0814, -0.2094], "spin_multiplicity": 3, "e_lumo_ev": [1.774, 1.689], "total_charge": -1, "gap_ev": [3.990, 7.388], "symbols": ["C", "C", "H", "H", "H", "C", "C", "H", "H", "H", "H", "Pd", "Cl", "C", "O", "N", "C", "C", "H", "H", "H", "H", "H", "H", "H", "H", "H", "C", "C", "N", "H", "C", "O", "H", "H", "H", "H", "H", "H", "C", "C", "N", "H", "C", "O", "H", "H", "H", "H", "O", "C", "C", "C", "H", "C", "H", "C", "H", "C", "C", "H", "H", "H", "Si", "Cl", "C", "C", "C", "H", "H", "H", "H", "H", "H", "H", "H", "H", "F", "C", "F", "F", "C", "O", "C", "F", "F", "F", "C", "F", "F", "F"], "positions_angstrom": [[3.07780, -2.24622, -3.60870], [2.48120, -1.51877, -4.77726], [2.96189, -3.33540, -3.70041], [2.62439, -1.89698, -2.67297], [4.15896, -2.04693, -3.53775], [2.53750, -1.98880, -6.04050], [3.12555, -3.30933, -6.41454], [2.21084, -1.37095, -6.88068], [2.75548, -4.12037, -5.77238], [4.22418, -3.30371, -6.37457], [2.86475, -3.53987, -7.45312], [0.46895, 0.42096, 1.86699], [2.05915, 1.06871, 0.30507], [-0.08186, 3.03444, 0.72506], [-0.62634, 2.09179, 1.37497], [-0.80819, 3.90013, 0.03503], [-2.24449, 3.70287, -0.10102], [-0.18965, 5.00907, -0.68784], [1.00406, 3.16736, 0.65523], [-2.69382, 3.50924, 0.88160], [-2.46100, 2.84985, -0.76548], [-2.64798, 4.62171, -0.54095], [0.76537, 5.24876, -0.20635], [-0.85642, 5.87612, -0.64739], [0.00847, 4.75650, -1.74013], [-3.76208, 1.64348, 4.59406], [-2.04613, 2.58434, 6.85637], [-3.35916, 0.71004, 5.03012], [-1.87628, 1.50046, 6.86599], [-1.99370, 0.95601, 5.50889], [-3.34846, -0.07166, 4.25758], [-0.98050, 0.90818, 4.66040], [-0.97232, 0.33982, 3.56995], [-0.87861, 1.29747, 7.25073], [0.05315, 1.55626, 5.07448], [-3.96239, 0.39052, 5.89376], [-2.61847, 0.98335, 7.48268], [0.58629, -4.05138, 2.91836], [0.10890, -2.70634, 0.47085], [-0.33889, -4.53484, 2.55312], [-0.83016, -3.28958, 0.49850], [-1.16198, -3.55648, 1.87337], [-0.90119, -4.96579, 3.39560], [-2.02337, -2.76243, 2.56667], [-2.92441, -2.07771, 2.07183], [-1.63579, -2.73235, 0.02569], [-1.81095, -2.80988, 3.66026], [-0.06356, -5.32584, 1.83722], [-0.64410, -4.23513, -0.02494], [0.94128, -0.39210, -3.32526], [1.84511, -0.17805, -4.42050], [0.30099, 0.11924, -6.48142], [1.33419, 0.57999, -5.64929], [-0.19245, -0.83014, -6.24739], [-0.05340, 0.84596, -7.63539], [2.65040, 0.42109, -3.96862], [2.05119, 1.72539, -6.03006], [-0.88658, 0.50462, -8.26606], [0.64319, 2.01226, -7.96770], [1.72429, 2.43441, -7.18883], [2.90736, 2.03033, -5.42765], [0.32419, 2.62935, -8.80818], [2.29468, 3.32776, -7.46233], [-0.50949, 0.30877, -2.84110], [1.50249, -1.66352, 2.06596], [-1.85723, -0.30985, -4.00119], [-0.40973, 2.15191, -3.16719], [-0.93290, -0.29791, -1.15655], [-1.73261, 0.10098, -5.01356], [-2.83782, -0.01310, -3.59733], [-1.81585, -1.40676, -4.05543], [-0.91143, -1.39159, -1.14414], [-1.92449, 0.04325, -0.83552], [-0.17555, 0.04526, -0.43701], [-0.34669, 2.32343, -4.25593], [0.46732, 2.60962, -2.68895], [-1.31367, 2.66629, -2.80601], [1.78925, -3.51854, 7.17555], [1.80632, -2.15955, 7.23682], [1.94357, -1.78113, 8.53999], [2.91322, -1.74253, 6.57311], [0.52503, -1.56653, 6.63456], [0.46657, -0.41528, 6.23604], [-0.71411, -2.46321, 6.70938], [-0.91842, -2.93824, 7.96330], [-1.83412, -1.78940, 6.35344], [-0.62301, -3.52622, 5.85200], [0.85444, 2.53570, 5.16274], [1.72081, 2.32133, 6.15035], [1.52506, 2.67254, 4.00692], [0.12402, 3.64355, 5.40502]], "mulliken_spin": [0.00, 0.00, 0.00, 0.00, 0.00, 0.00, 0.00, 0.00, 0.00, 0.00, 0.00, 0.03, 0.00, 0.00, 0.01, 0.00, 0.00, 0.00, 0.00, 0.00, 0.00, 0.00, 0.00, 0.00, 0.00, 0.00, 0.00, 0.03, 0.00, 0.04, 0.00, 0.36, 0.18, 0.00, -0.15, 0.00, 0.00, 0.00, 0.00, 0.00, 0.00, 0.00, 0.00, 0.00, 0.00, 0.00, 0.01, 0.00, 0.00, 0.00, 0.00, 0.00, 0.00, 0.00, 0.00, 0.00, 0.00, 0.00, 0.00, 0.00, 0.00, 0.00, 0.00, 0.00, 0.00, 0.00, 0.00, 0.00, 0.00, 0.00, 0.00, 0.00, 0.00, 0.00, 0.00, 0.00, 0.00, 0.01, 0.01, 0.02, 0.00, 0.59, 0.36, 0.01, 0.00, 0.00, 0.01, 0.44, 0.03, 0.02, 0.02]}

=====

[2]
{"formula": "C27H43CoN7O5PSTe", "method": "wB97M-V/def2-TZVPD", "fmax_ev_per_a": 2.5, "de_lowest_ev": 0.007, "e_tot_ev": -114397.409, "homo_ha": [-0.4464, -0.4464], "e_lumo_ev": [-5.818, -5.843], "total_charge": 2, "gap_ev": [6.329, 6.305], "symbols": ["Co", "C", "O", "C", "C", "C", "C", "C", "C", "O", "C", "O", "C", "H", "H", "H", "H", "H", "H", "H", "H", "H", "C", "C", "C", "C", "N", "N", "C", "H", "H", "H", "H", "H", "H", "H", "H", "C", "C", "N", "C", "N", "C", "C", "C", "N", "C", "H", "H", "H", "H", "H", "H", "H", "H", "H", "H", "H", "H", "H", "N", "C", "P", "O", "O", "C", "N", "H", "H", "H", "H", "H", "H", "H", "H", "H", "H", "Te", "C", "C", "C", "C", "S", "H", "H", "H"], "positions_angstrom": [[-0.44464, 0.20558, -0.00961], [-6.95748, -1.47156, 0.36772], [-6.67304, -0.99360, -0.94088], [-5.46390, -0.48430, -1.20246], [-5.31880, 0.04977, -2.50590], [-4.13073, 0.61010, -2.85150], [-3.02810, 0.66979, -1.95494], [-1.86738, 1.41665, -2.28111], [-1.69996, 2.01943, -3.64534], [-0.96354, 1.64379, -1.43904], [-3.17265, 0.07878, -0.68090], [-2.21420, -0.00169, 0.21503], [-4.40861, -0.47384, -0.30383], [-8.01618, -1.70972, 0.36929], [-6.74959, -0.70119, 1.11165], [-6.37372, -2.36929, 0.57858], [-6.16046, 0.01425, -3.17874], [-4.03512, 1.04229, -3.83473], [-2.37374, 2.86427, -3.78611], [-1.92519, 1.29169, -4.42292], [-0.68060, 2.37026, -3.76006], [-4.49245, -0.89349, 0.68409], [1.15332, -1.08163, 4.92815], [0.41159, -1.34604, 3.66297], [-0.42850, -2.37234, 3.27425], [-0.87028, -2.04347, 1.97884], [-0.30981, -0.89101, 1.60427], [0.46305, -0.49491, 2.63055], [-1.78172, -2.84045, 1.11373], [1.34309, -2.01133, 5.46535], [0.57086, -0.43871, 5.58837], [2.09900, -0.56551, 4.74539], [-0.72079, -3.22583, 3.85661], [1.04297, 0.33443, 2.54280], [-2.12105, -3.72491, 1.64651], [-1.27694, -3.17096, 0.20605], [-2.63868, -2.24861, 0.81847], [3.38968, 2.75803, -3.26924], [2.12843, 3.02888, -2.47868], [1.92414, 1.90471, -1.53569], [1.78777, 0.63857, -2.15499], [0.91772, -0.15882, -1.66414], [0.82132, -1.51052, -2.21014], [2.14111, -1.96456, -2.80629], [2.59670, -0.92441, -3.81087], [2.67409, 0.37955, -3.15442], [3.26534, 1.42660, -3.99054], [4.26466, 2.75931, -2.61263], [3.54929, 3.54833, -4.00238], [1.26206, 3.11927, -3.14002], [2.18895, 3.94550, -1.88731], [1.05670, 2.06652, -1.01403], [0.03089, -1.52971, -2.96749], [0.50377, -2.17658, -1.40474], [2.04407, -2.93841, -3.28187], [2.88744, -2.04944, -2.01311], [1.90120, -0.86998, -4.65735], [3.58460, -1.14812, -4.21561], [2.66036, 1.54262, -4.89855], [4.24649, 1.06321, -4.30815], [3.98470, 2.05650, 0.19802], [4.61148, 0.72572, 0.38476], [3.45015, -0.17863, 1.46000], [3.18692, 0.71552, 2.62684], [2.29173, -0.70685, 0.67356], [4.30282, -1.72256, 2.01017], [3.16538, -2.60431, 2.39725], [3.16270, 1.99099, -0.50647], [4.67525, 2.73318, -0.13202], [3.62777, 2.38214, 1.10745], [5.57871, 0.85869, 0.86841], [4.73965, 0.25451, -0.58880], [4.96858, -1.60182, 2.86066], [4.81345, -2.23009, 1.19154], [3.42157, -3.59484, 2.41023], [2.40933, -2.43004, 1.70518], [2.77993, -2.35795, 3.31599], [-1.23209, 2.44397, 1.26138], [-2.13772, 1.81308, 2.98376], [-3.50281, 1.69685, 3.13335], [-3.87729, 1.29532, 4.43261], [-2.79713, 1.12250, 5.25344], [-1.33375, 1.44496, 4.45075], [-4.20185, 1.91299, 2.34170], [-4.89555, 1.15765, 4.75345], [-2.80472, 0.85526, 6.29446]], "lowdin_charge": [0.39, -0.04, -0.04, -0.25, 0.02, 0.00, -0.10, -0.35, 0.02, -0.22, -0.29, -0.25, 0.06, 0.10, 0.10, 0.10, 0.13, 0.12, 0.11, 0.10, 0.06, 0.11, -0.02, -0.35, 0.04, -0.28, -0.01, 0.02, 0.00, 0.09, 0.07, 0.08, 0.12, 0.10, 0.09, 0.08, 0.06, -0.15, -0.15, 0.02, -0.37, 0.03, -0.18, -0.15, -0.14, -0.03, -0.13, 0.11, 0.13, 0.12, 0.13, 0.09, 0.13, 0.10, 0.13, 0.11, 0.14, 0.13, 0.14, 0.13, 0.12, -0.19, 0.39, -0.32, -0.34, -0.16, 0.15, 0.09, 0.16, 0.14, 0.12, 0.11, 0.12, 0.11, 0.18, 0.13, 0.14, 1.28, -1.00, -0.23, -0.17, -0.38, 0.96, 0.10, 0.11, 0.08]}